# 1
Density functional theory data (ωB97M-V with the def2-TZVPD basis set) for a single C24H23ClN4O4S molecule at a distorted geometry.

Values from the calculation:
* E_HOMO: -7.904 eV
* net charge: 0
* SMILES string: COc1ccc(C)cc1NC(=O)CSc1nnc(COc2ccc(Cl)cc2)n1Cc1ccco1

Last column: Mulliken charge in e.
CARTESIAN COORDINATES (ANGSTROEM)
H 0.78968 4.04692 3.85876  0.33
H -1.37575 2.19573 -3.99037  0.39
H -3.02968 -1.15590 -2.98024  0.44
H 2.25307 3.45979 4.66231  0.38
O 0.55767 -1.63859 1.62517  -0.50
C -1.54787 1.57161 -1.95584  0.74
H 3.16776 1.46777 3.73389  0.33
C 1.64603 -2.49841 1.39072  -0.72
C -3.92332 -0.35018 1.63914  -0.84
C 1.07943 1.93617 3.71472  0.63
O 0.31348 1.26081 -3.49120  -0.45
H -0.39133 3.10037 -2.81234  0.34
Cl 4.70757 -0.23940 0.08656  -0.22
C -2.67911 0.30778 -0.64513  0.32
H -4.72245 0.37331 1.47979  0.41
H 1.79951 -2.96499 -1.96453  0.63
C 2.18188 1.15113 3.42597  -0.93
H 2.11305 -2.81268 2.32926  0.46
H 1.23062 -3.36670 0.88218  0.19
C -2.01393 -0.78202 -2.81859  -1.29
H -4.30389 -1.18052 2.23690  0.46
H 0.64776 2.16300 -0.91219  0.47
C -1.46905 -3.10623 -1.76875  -0.24
C -1.15538 -1.90338 -2.33086  0.25
H 4.12625 -0.90044 -2.61450  0.45
H -0.09746 -4.72879 -1.09775  0.51
C -0.32935 0.30427 2.62938  0.13
H 2.93093 -0.62761 2.52356  0.40
S -3.46516 -1.07641 0.04085  -0.19
C -2.79140 0.35548 2.39395  0.61
N -1.83843 2.24977 -0.88257  -0.89
C 3.35770 -0.23570 -2.25177  -0.74
N -2.54799 1.46741 -0.06158  -0.10
C 0.72994 -2.89956 -1.95262  -0.51
N -1.56798 -0.17974 2.19269  0.07
C -0.74905 2.10329 -3.09593  -0.93
C 2.31492 0.13982 -3.07075  -0.35
O 0.18385 -1.77805 -2.44104  -0.02
C 3.40976 0.24832 -0.95282  0.34
H 2.39684 -2.02841 0.74876  0.13
H 0.66371 3.19282 5.38997  0.35
C 2.04827 -0.04712 2.73777  -0.62
N -2.07215 0.30811 -1.87027  0.43
H 2.48840 1.49214 0.52704  0.64
H -2.45033 -3.47651 -1.55615  0.55
C 1.31575 0.99384 -2.60164  0.30
H 2.24573 -0.22751 -4.08191  0.44
C 0.80042 -0.47841 2.32582  0.86
C -0.23580 -3.75690 -1.52479  -0.83
H -1.60497 -0.38656 -3.75157  0.39
H -1.48900 -0.99759 1.59967  0.15
C 1.39248 1.49067 -1.30586  -0.38
C -0.17793 1.49756 3.31180  -0.51
O -3.06230 1.26282 3.14348  -0.66
H -1.05224 2.08844 3.52747  0.62
C 1.21092 3.23523 4.44944  -1.62
C 2.44094 1.11450 -0.48218  -0.64

# 2
Density functional theory data (ωB97M-V with the def2-TZVPD basis set) for a molecular structure, C24H23ClOOsP at a distorted geometry.

Values from the calculation:
* multiplicity: 5
* E_HOMO (spin up / spin down): -10.312 / -11.894 eV
* net charge: +1
* <S²>: 6.019

Last column: Mulliken charge in e.
CARTESIAN COORDINATES (ANGSTROEM)
H 4.59505 2.88024 4.05607  0.41
H -0.09193 2.09435 2.00369  0.72
C -1.06178 1.90883 -0.00663  -0.31
H -2.97120 -0.83607 0.39925  0.20
H 3.11503 5.32667 -2.51538  0.44
C 1.72550 4.24166 -3.74160  -0.56
C 4.26914 0.32258 -2.19794  -0.15
H -2.32891 -2.63399 1.23154  0.51
H 4.26481 1.38350 -2.41223  0.38
C 1.90681 2.23515 -1.80619  0.27
H -2.34899 0.87958 -1.50784  0.44
C 5.26834 -1.84409 -2.49762  -0.50
C 5.25781 -0.47815 -2.75114  -0.76
C 4.12124 2.51198 3.15414  -0.60
C -0.73680 1.55538 1.32898  -0.68
O -1.52519 -1.12870 0.44315  -0.15
Cl -0.05623 -1.19149 -2.04462  -0.41
H -3.26856 -2.57049 0.08423  0.38
C 4.66281 1.43073 2.47384  -0.70
C -2.25728 0.17409 0.53828  0.82
P 2.02619 0.84941 -0.60654  1.61
H 2.53713 -2.04507 -0.50503  0.41
H 0.37260 2.91560 -4.75391  0.45
C -1.98309 0.93848 -0.51391  -0.92
H 1.46082 3.12751 1.15833  1.00
C 2.63998 3.41460 -1.67309  -0.17
H 1.65258 5.02132 -4.49057  0.40
C 3.29758 -1.60563 -1.13247  -0.16
H 6.03811 -2.47033 -2.93252  0.40
H 5.55865 0.94879 2.84338  0.44
C 4.28901 -2.40233 -1.68898  -0.71
H 0.53755 1.14465 -3.04789  0.36
H -3.27380 -1.75256 1.95257  0.35
H 4.28660 -3.46692 -1.49195  0.42
H 3.28791 3.55950 -0.81969  0.47
C 1.09209 2.06580 -2.92662  -0.24
C 4.05965 0.95722 1.31701  -0.75
C -1.45767 0.39024 1.68958  -0.91
C 2.96671 3.11962 2.67629  -1.04
C -2.88353 -1.85745 0.87686  -1.15
H -0.70576 2.76573 -0.55566  0.57
H 2.53907 3.96586 3.19904  0.43
H 4.48379 0.11093 0.79369  0.38
C 2.90259 1.56226 0.82917  0.15
H 6.01399 -0.03413 -3.38583  0.43
H -1.37443 -0.18744 2.57136  0.44
C 2.35696 2.64315 1.52473  -0.41
C 3.28442 -0.23206 -1.38137  -0.06
C 2.54432 4.41435 -2.63496  -0.70
C 1.00519 3.06300 -3.88801  -0.73
Os 0.01914 0.01639 -0.00213  0.53

# 3
Density functional theory data (ωB97M-V with the def2-TZVPD basis set) for 3 unconnected molecules or ions with the total composition C24H23F9N2O8S2 at a distorted geometry.

Values from the calculation:
* E_HOMO: -8.282 eV
* net charge: 0
* SMILES string: Cc1ccccc1Cc1c(S(=O)(=O)C(F)(F)C(F)(F)C(F)(F)C(F)(F)F)ccc2nsnc12.COC(=O)OC.COC(=O)OC

Last column: Mulliken charge in e.
CARTESIAN COORDINATES (ANGSTROEM)
H -6.30301 -6.26544 1.59558  0.30
O -1.29791 1.90813 3.80440  -0.53
C 0.26607 -3.59121 -2.78375  -0.65
C -0.59992 -1.91878 -0.35204  0.53
H -2.52941 -3.21969 -0.36120  0.32
H 0.55103 -4.25389 -3.68344  0.26
C 3.16504 -0.33769 -0.87277  -0.18
C -1.09372 -1.08234 0.95019  -1.01
F 2.75957 7.26323 -3.72755  -0.25
H -0.56974 0.39817 5.87838  0.28
H 7.30096 -0.32348 -2.13287  0.31
C -0.35144 1.40645 6.23806  -0.61
C -5.62320 -4.10605 2.94494  0.72
C 4.28347 -1.12951 -0.10420  0.16
F 4.19960 2.88928 -4.41831  -0.25
O 1.46441 2.33769 -2.02870  -0.62
C -5.24400 -6.10204 1.80836  -0.65
C -1.12998 -3.88870 -2.13342  -0.48
C 6.21027 -0.37291 -1.75318  -0.67
C 5.11384 0.43416 -2.54106  -0.41
S 5.57505 -2.57652 1.59228  0.21
F 1.99538 3.91213 -6.22116  -0.30
H -1.86630 -4.68036 -2.50310  0.31
O 1.27924 0.44012 -3.52273  -0.57
O -4.96572 -4.70901 1.93865  -0.24
H -5.62269 -2.41534 4.96582  0.30
O -6.39428 -4.63687 3.70733  -0.54
F 2.84949 4.82782 -2.79895  -0.25
H -4.94291 -6.64123 2.70952  0.30
C 1.67426 -0.44756 -0.31661  -0.88
H 0.53316 1.81121 5.74084  0.28
H -2.62485 3.98930 2.79519  0.28
N 4.08136 -1.94625 1.07531  -0.45
H -1.41445 -0.01465 0.68288  0.24
O -5.27118 -2.80794 2.95319  -0.24
C 5.82131 -1.18218 -0.46518  0.47
N 6.67191 -1.95349 0.41807  -0.59
H -0.15167 1.35484 7.30917  0.22
C 1.98892 4.95960 -3.91940  0.71
O -2.89548 3.24418 4.71886  -0.32
H 1.75320 -0.73092 0.80522  0.44
O -1.47452 2.26412 6.04425  -0.32
F 0.44411 3.22903 -4.69607  -0.23
F 2.78379 1.52975 -5.59334  -0.28
H -0.25532 -0.98798 1.73850  0.23
C -1.53666 -3.03497 -0.89484  -0.66
F 1.41705 6.85151 -5.51950  -0.22
C -3.38860 3.50115 3.40501  -0.58
C -5.89763 -2.03836 3.97798  -0.62
C 2.46622 6.26817 -4.73043  0.53
C 0.80191 -1.60355 -1.00824  0.79
H 5.48911 0.98858 -3.46261  0.31
H -4.66090 -6.48177 0.96829  0.21
H -3.72771 2.57617 2.93265  0.25
H -6.98281 -2.03932 3.85195  0.29
F 0.69032 5.29158 -3.38130  -0.28
H 2.24484 -2.28420 -2.74849  0.28
C -1.83422 2.41958 4.75786  0.82
C 2.84978 2.44032 -4.47110  0.59
H -4.24139 4.17542 3.49456  0.22
C 1.82319 3.63202 -4.81249  0.43
C 3.59708 0.50327 -2.13570  0.39
H 1.06666 0.51959 -0.35779  0.44
H -5.54095 -1.01123 3.88925  0.17
F 3.67273 6.09647 -5.45633  -0.21
C 1.22292 -2.45382 -2.24111  -0.22
H -1.95052 -1.65979 1.44349  0.32
S 2.27585 1.46602 -2.98702  1.38

ΔE to the lowest compared entry with this formula, charge and spin? In order: 0.000, 0.830, 0.000 eV.